Entry 1:
ORCA calculation (ωB97M-V with the def2-TZVPD basis set) on a 5-piece molecular cluster, C3H15O4S overall at a distorted geometry.

Its electronic energy is -822.46642 hartree. The value obtained for the largest force on an atom is 4.1 eV Å⁻¹. As for the energy above the lowest of the compared OMol25 structures with the same formula, charge and spin: 1.664 eV. As for the net charge: -1.

```
23
Properties=species:S:1:pos:R:3:lowdin_charge:R:1
C -0.4610 -2.5044 -0.0893 -0.137
C 0.9949 -1.9661 -0.1301 -0.332
C 1.2570 -1.1971 1.2196 -0.774
S 1.5313 0.5732 0.9963 0.222
H -0.6774 -3.2595 0.5871 0.023
H -0.8328 -2.8692 -1.0909 0.071
H -1.1630 -1.6367 0.1890 0.079
H 1.7865 -2.7242 -0.2147 0.086
H 1.0566 -1.3430 -0.9827 0.036
H 2.1160 -1.5481 1.8583 0.028
H 0.3574 -1.4201 1.9137 0.057
H -2.0953 1.6192 2.4706 -0.013
H -0.7729 1.2502 2.6280 -0.074
O -1.5834 1.0883 3.0148 -0.027
H -2.2799 0.3369 -0.1151 -0.034
H -1.8958 1.3231 -1.2384 -0.021
O -2.5320 0.7579 -0.8806 -0.008
H 0.0601 2.8061 -2.1034 0.010
H 0.2577 2.7955 -0.6355 -0.049
O -0.2967 3.1723 -1.2784 -0.082
H 1.4809 0.8333 -1.9682 0.019
H 2.1321 2.1882 -1.8043 -0.007
O 1.5596 1.7242 -2.3458 -0.073
```

Entry 2:
ORCA calculation (ωB97M-V with the def2-TZVPD basis set) on a 3-piece molecular cluster, C13H25N2O4 overall at a distorted geometry.

Its electronic energy is -920.64466 hartree. The value obtained for the largest force on an atom is 2.4 eV Å⁻¹. As for the energy above the lowest of the compared OMol25 structures with the same formula, charge and spin: 2.672 eV. As for the net charge: -1.

```
44
Properties=species:S:1:pos:R:3:lowdin_charge:R:1
C -0.6392 2.7779 0.7467 -0.220
N 0.3684 1.7503 1.2397 -0.206
C 1.7338 2.4126 1.4833 -0.373
C 1.9393 2.4789 3.1087 -0.290
C 3.5056 2.9322 3.4788 -0.297
C 3.4406 3.3988 5.0813 -0.323
N 1.9822 3.6033 5.4282 -0.111
H -1.7262 2.3624 0.6157 0.066
H -0.2669 3.1107 -0.3300 0.072
H -0.6482 3.7295 1.4322 0.070
H 0.0592 1.2963 2.1371 0.067
H 2.6209 1.7316 1.0661 0.072
H 1.6750 3.4613 0.9653 0.086
H 1.7906 1.3977 3.5522 0.018
H 3.9037 3.7928 2.7767 0.080
H 4.2205 1.9888 3.4437 0.062
H 4.1330 4.3266 5.3091 0.083
H 3.8464 2.5201 5.7638 0.089
H 1.7429 4.5999 5.6238 0.048
H 1.6407 2.9515 6.1677 0.049
O -2.3583 1.1864 -4.4720 0.078
C -1.6557 0.6013 -3.6645 -0.465
O -2.1081 0.0776 -2.4875 0.026
C -1.0013 -0.4341 -1.7465 -0.153
C 0.0782 -0.6855 -2.7666 -0.165
C -0.1770 0.3921 -3.7899 -0.089
H -0.7042 0.3123 -1.0023 0.114
H -1.2961 -1.3520 -1.2298 0.108
H 1.0857 -0.6571 -2.3432 0.129
H -0.0681 -1.6705 -3.2264 0.102
H 0.3384 1.3230 -3.5377 0.136
H 0.0905 0.0612 -4.7961 0.125
O 0.1774 -3.7708 -1.8515 0.105
C -0.9916 -4.1171 -1.8123 -0.458
O -1.9100 -3.6286 -0.9279 0.017
C -3.1404 -4.3315 -1.0944 -0.164
C -3.0894 -4.8979 -2.4892 -0.170
C -1.6179 -5.1627 -2.6845 -0.087
H -3.2023 -5.1134 -0.3302 0.129
H -3.9795 -3.6418 -0.9646 0.132
H -3.7145 -5.7857 -2.6165 0.118
H -3.4251 -4.1416 -3.2093 0.125
H -1.3305 -6.1524 -2.3187 0.135
H -1.3223 -5.0343 -3.7283 0.131
```

Entry 3:
ORCA calculation (ωB97M-V with the def2-TZVPD basis set) on C12H32BF4N2O4Pd as an isolated structure at a distorted geometry.

Its electronic energy is -1438.75930 hartree. The multiplicity is 3. Its expectation value of S² is 2.01. The value obtained for the largest force on an atom is 5.3 eV Å⁻¹. As for the energy above the lowest of the compared OMol25 structures with the same formula, charge and spin: 7.151 eV. As for the net charge: +1.

```
56
Properties=species:S:1:pos:R:3:mulliken_spin:R:1
Pd -0.2110 0.5729 -0.0700 1.086
B -2.5711 1.7786 2.6616 -0.006
F -2.1317 2.4763 1.6380 0.003
F -2.5285 2.5289 3.8234 0.001
F -3.8012 1.3273 2.2949 0.000
F -1.7350 0.6990 2.7876 0.005
C 2.5117 -2.5220 3.7106 0.000
C 3.0096 -1.6471 2.5043 0.000
O 2.1229 -1.8933 1.4606 0.001
H 1.4890 -2.2886 4.0067 0.000
H 3.1234 -2.4374 4.6088 0.000
H 2.3163 -3.5500 3.4056 0.000
H 4.0216 -1.9455 2.2307 0.000
H 2.9963 -0.6097 2.8386 0.000
H 2.5873 -2.4462 0.8281 0.000
C -3.6008 -3.1989 2.9871 0.001
O -3.4887 -3.0419 1.5833 0.003
C -2.2391 -3.4523 1.0905 0.007
C -2.2141 -3.0481 -0.4162 0.032
N -2.4021 -1.6345 -0.6823 0.678
C -2.5644 -1.4075 -2.0849 0.032
C -2.8466 0.0757 -2.3145 0.002
O -1.9532 0.9357 -1.7664 0.040
C -1.9097 2.2030 -2.4336 -0.004
H -2.8094 -2.6657 3.5139 0.000
H -3.4829 -4.2148 3.3641 0.000
H -4.4853 -2.8727 3.5344 0.000
H -2.1164 -4.5274 1.2218 -0.001
H -1.4048 -3.0094 1.6346 0.002
H -2.9549 -3.5832 -1.0103 0.044
H -1.2257 -3.3271 -0.7812 0.013
H -3.2899 -1.5321 -0.2116 -0.009
H -3.4656 -1.9440 -2.3819 0.039
H -1.7280 -1.7526 -2.6927 0.010
H -3.8351 0.3492 -1.9455 0.002
H -2.9749 0.1988 -3.3899 0.002
H -1.4441 2.9897 -1.8398 0.001
H -2.8932 2.6027 -2.6809 0.000
H -1.3101 2.2615 -3.3420 0.001
C 4.3298 1.8555 -3.1627 0.002
C 3.3587 1.6667 -2.0061 -0.003
C 3.0211 3.0648 -1.4319 0.001
O 2.1129 2.9257 -0.3328 0.001
C 2.0251 4.1124 0.4549 0.000
N 2.1759 0.9811 -2.3935 0.016
H 4.7332 0.9009 -3.5006 0.000
H 5.1761 2.4845 -2.8867 0.000
H 3.9115 2.4288 -3.9901 0.000
H 3.8096 1.0002 -1.2709 -0.001
H 2.5702 3.6510 -2.2327 0.000
H 3.9252 3.5832 -1.1127 0.000
H 2.8972 4.4251 1.0291 0.000
H 1.1896 4.1845 1.1513 0.000
H 1.8519 5.0368 -0.0961 0.000
H 2.4733 0.0331 -2.5748 -0.001
H 1.8786 1.2189 -3.3290 -0.001
```

Entry 4:
ORCA calculation (ωB97M-V with the def2-TZVPD basis set) on C8H22InN2O6P as an isolated structure at a distorted geometry.

Its electronic energy is -1410.35447 hartree. The value obtained for the largest force on an atom is 2.1 eV Å⁻¹. As for the energy above the lowest of the compared OMol25 structures with the same formula, charge and spin: 0.000 eV. As for the net charge: 0.

```
40
Properties=species:S:1:pos:R:3:lowdin_charge:R:1
In -1.7471 -1.2799 -1.1031 0.945
P -3.6279 0.4680 0.8221 -0.182
O -4.2800 -0.3109 -0.2999 -0.242
O -2.8594 -0.4998 1.7026 -0.188
O -4.4752 1.2572 1.7369 -0.075
O -2.6048 1.3663 0.1715 -0.176
C 1.0382 -1.3077 3.0495 -0.037
C 0.3367 -1.7260 1.7168 -0.396
C -0.5751 -2.8938 1.9443 -0.208
O -0.9572 -3.3891 0.6551 -0.328
C -1.2552 -4.7704 0.6460 -0.104
N -0.3935 -0.6608 0.9967 -0.019
H 1.1968 -0.2237 3.0452 0.073
H 2.0500 -1.7049 3.1587 0.074
H 0.4467 -1.5722 3.9301 0.079
H 1.1464 -2.0959 1.0608 0.143
H -1.4918 -2.5392 2.4528 0.135
H -0.0905 -3.6285 2.5929 0.134
H -2.0463 -5.0413 1.3583 0.097
H -0.3700 -5.3926 0.8529 0.094
H -1.5974 -5.0533 -0.3544 0.090
H 0.1634 0.1890 0.9924 0.072
H -1.2686 -0.4268 1.4793 0.000
C 2.2569 0.7028 -2.4344 -0.058
C 1.3988 1.3469 -1.3574 -0.415
C 1.6299 2.8310 -1.3130 -0.229
O 0.9055 3.4179 -2.3547 -0.188
C 1.1663 4.7695 -2.4739 -0.117
N -0.0406 1.0156 -1.6265 -0.010
H 2.1632 1.2205 -3.3891 0.085
H 1.9799 -0.3426 -2.5608 0.076
H 3.3011 0.7303 -2.1092 0.082
H 1.6564 0.8523 -0.4210 0.122
H 2.7158 3.0107 -1.3976 0.133
H 1.3092 3.2162 -0.3281 0.135
H 2.2162 4.9430 -2.7440 0.093
H 0.9924 5.2962 -1.5201 0.096
H 0.4862 5.1770 -3.2110 0.091
H -0.2592 1.5838 -2.4609 0.090
H -0.6158 1.4653 -0.9061 0.032
```

Entry 5:
ORCA calculation (ωB97M-V with the def2-TZVPD basis set) on an isolated ion of composition C6H10 and charge +1 at a distorted geometry.

Its electronic energy is -234.20686 hartree. The multiplicity is 2. Its expectation value of S² is 0.76. The value obtained for the largest force on an atom is 2.2 eV Å⁻¹. As for the energy above the lowest of the compared OMol25 structures with the same formula, charge and spin: 1.606 eV. As for the net charge: +1.

```
16
Properties=species:S:1:pos:R:3:mulliken_spin:R:1
C 0.2879 1.4528 0.9501 0.048
C -0.3498 0.1468 0.5856 0.071
C 0.4652 -0.9774 0.3896 0.699
C 0.3389 -0.8615 -1.0914 -0.040
C 1.2419 -0.2415 -1.8611 0.139
C -1.8145 0.0727 0.8653 0.025
H 0.7789 1.3293 1.9195 -0.002
H -0.4060 2.2862 0.8702 0.002
H 1.0928 1.7243 0.2628 -0.005
H 1.4266 -1.1838 0.8485 0.022
H -0.3916 -1.4610 -1.6284 0.035
H 1.1420 -0.2705 -2.9351 0.004
H 2.0716 0.2781 -1.3961 0.002
H -2.4007 0.4804 0.0373 0.005
H -1.9551 0.7674 1.6927 0.001
H -2.1041 -0.9452 1.1011 -0.007
```

Entry 6:
ORCA calculation (ωB97M-V with the def2-TZVPD basis set) on a 5-piece molecular cluster, C41H54F7N3O4P overall at a distorted geometry.

Its electronic energy is -3100.12502 hartree. The value obtained for the largest force on an atom is 1.0 eV Å⁻¹. As for the energy above the lowest of the compared OMol25 structures with the same formula, charge and spin: 0.000 eV. As for the net charge: +1.

```
110
Properties=species:S:1:pos:R:3:lowdin_charge:R:1
C -1.9701 -0.4716 -6.5604 -0.102
C -0.5037 -0.7921 -6.2398 -0.237
C 0.0370 -0.3145 -4.8840 -0.200
C -0.1547 -1.2846 -3.7280 -0.203
N -1.5469 -1.4455 -3.2706 0.028
C -1.9420 -0.2837 -2.5110 -0.308
C -3.4223 -0.0263 -2.4285 -0.111
N -3.7042 1.2924 -1.8297 -0.121
C -3.5244 2.2794 -2.9239 -0.148
C -3.7583 3.7432 -2.6068 -0.159
O -2.7213 4.4262 -1.9118 -0.124
C -1.4713 4.4818 -2.5418 -0.096
C -1.4664 5.1658 -3.9087 -0.611
F -2.4488 6.0492 -4.0469 0.171
F -1.5811 4.2742 -4.9110 0.135
F -0.3045 5.8024 -4.0908 0.152
C -2.8143 1.5425 -0.6485 -0.337
P -3.7386 2.3144 0.8603 0.952
C -5.4312 2.5887 0.2481 -0.259
O -3.1298 3.8315 0.9844 -0.305
C -2.2306 0.2462 -0.0641 -0.279
C -1.3422 0.5039 1.1762 -0.177
C -0.2224 -0.5233 1.3860 -0.176
C 0.4547 -0.3665 2.7657 -0.077
C 1.9593 -0.2425 2.6726 -0.497
O 2.7148 -0.9378 3.2742 0.149
O 2.4152 0.7010 1.7840 0.071
N -1.4241 -0.4930 -1.1074 0.144
H -2.6566 -1.1868 -6.1013 0.041
H -2.2373 0.5478 -6.2733 0.075
H -2.1044 -0.5413 -7.6416 0.082
H 0.1044 -0.2930 -6.9995 0.109
H -0.3304 -1.8654 -6.3623 0.113
H 1.1110 -0.1403 -4.9872 0.113
H -0.4001 0.6637 -4.6459 0.099
H 0.4220 -0.9380 -2.8664 0.080
H 0.2607 -2.2560 -4.0124 0.128
H -2.1643 -1.5656 -4.0650 0.104
H -1.4189 0.6091 -2.8681 0.121
H -3.8519 -0.0642 -3.4334 0.134
H -3.9201 -0.8189 -1.8592 0.140
H -4.2795 2.0269 -3.6766 0.138
H -2.5549 2.1450 -3.4282 0.108
H -4.6455 3.8416 -1.9857 0.109
H -3.9884 4.2547 -3.5475 0.130
H -0.8155 5.0638 -1.8915 0.149
H -1.0104 3.4937 -2.6629 0.115
H -1.9569 2.1763 -0.9131 0.117
H -6.1034 2.5467 1.1080 0.041
H -5.5707 3.5675 -0.2196 0.035
H -5.7327 1.8282 -0.4706 0.042
H -3.5944 4.4641 0.4217 0.045
H -3.0338 -0.4300 0.2420 0.155
H -0.9146 1.5102 1.1304 0.125
H -1.9906 0.4767 2.0524 0.099
H 0.5641 -0.3820 0.6355 0.101
H -0.5877 -1.5480 1.2729 0.124
H 0.2508 -1.2174 3.4130 0.128
H 0.0825 0.5306 3.2735 0.134
H 2.2117 1.5934 2.0916 0.123
H -1.4275 -1.5018 -0.9471 0.182
H -0.4572 -0.1663 -1.0921 0.135
F -5.0691 -0.6485 -6.5143 0.023
C -5.4801 -1.6308 -7.3585 -0.289
C -6.1687 -1.2771 -8.4987 -0.014
C -6.5803 -2.2852 -9.3585 -0.073
C -6.3038 -3.6138 -9.0655 -0.086
C -5.6101 -3.9397 -7.9088 -0.078
C -5.1885 -2.9409 -7.0422 -0.029
H -6.3762 -0.2358 -8.7045 0.120
H -7.1187 -2.0299 -10.2608 0.109
H -6.6294 -4.3946 -9.7387 0.106
H -5.3969 -4.9742 -7.6769 0.107
H -4.6444 -3.1734 -6.1359 0.109
F 1.0615 -2.7967 7.5120 0.047
C 2.2687 -2.1879 7.5468 -0.283
C 2.9139 -2.0532 8.7589 -0.012
C 4.1520 -1.4273 8.7823 -0.077
C 4.7174 -0.9470 7.6080 -0.091
C 4.0440 -1.0939 6.4024 -0.082
C 2.8076 -1.7218 6.3650 -0.024
H 2.4537 -2.4312 9.6620 0.119
H 4.6775 -1.3182 9.7217 0.097
H 5.6833 -0.4608 7.6339 0.101
H 4.4786 -0.7233 5.4838 0.099
H 2.2736 -1.8573 5.4378 0.089
F 0.8224 1.4789 -2.3274 0.011
C 2.1368 1.5937 -1.9523 -0.271
C 2.9990 0.5507 -2.2135 -0.018
C 4.3243 0.6802 -1.8216 -0.059
C 4.7555 1.8335 -1.1822 -0.070
C 3.8620 2.8662 -0.9339 -0.067
C 2.5353 2.7526 -1.3234 -0.021
H 2.6459 -0.3416 -2.7131 0.106
H 5.0204 -0.1231 -2.0198 0.114
H 5.7886 1.9279 -0.8788 0.112
H 4.1967 3.7654 -0.4355 0.113
H 1.8228 3.5478 -1.1468 0.114
F 5.2599 -2.7065 12.0709 0.045
C 6.5583 -2.9741 11.8138 -0.294
C 6.8766 -4.1251 11.1219 -0.018
C 8.2118 -4.3916 10.8561 -0.083
C 9.2006 -3.5164 11.2845 -0.096
C 8.8528 -2.3665 11.9796 -0.083
C 7.5207 -2.0852 12.2475 -0.019
H 6.0899 -4.7949 10.8019 0.118
H 8.4792 -5.2875 10.3123 0.105
H 10.2402 -3.7309 11.0774 0.101
H 9.6207 -1.6840 12.3181 0.105
H 7.2266 -1.1932 12.7841 0.117
```

Entry 7:
ORCA calculation (ωB97M-V with the def2-TZVPD basis set) on a 4-piece molecular cluster, CH10O3 overall.

Its electronic energy is -269.81016 hartree. The SMILES is C.O.O.O. The value obtained for the largest force on an atom is 0.9 eV Å⁻¹. As for the energy above the lowest of the compared OMol25 structures with the same formula, charge and spin: 0.148 eV. As for the net charge: 0.

```
14
Properties=species:S:1:pos:R:3:lowdin_charge:R:1
C -2.2593 0.1389 0.2836 -0.042
H -1.7384 0.2294 1.2397 0.018
H -3.0334 0.8974 0.2128 0.017
H -2.7101 -0.8572 0.2592 0.021
H -1.5102 0.1426 -0.5108 0.001
O 1.1901 1.5420 -0.2762 -0.054
H 0.2333 1.5207 -0.3554 0.032
H 1.4705 1.3968 0.6345 0.042
O 1.3767 -0.7222 1.4522 -0.061
H 1.5937 -1.1049 0.5921 0.019
H 1.4791 -1.4227 2.1046 0.044
O 1.1236 -0.8662 -1.6545 -0.082
H 1.3703 -0.9339 -2.5823 0.037
H 1.4141 0.0393 -1.3993 0.009
```

Entry 8:
ORCA calculation (ωB97M-V with the def2-TZVPD basis set) on an isolated ion of composition C8H12NO2 and charge +1 at a distorted geometry.

Its electronic energy is -516.80396 hartree. The multiplicity is 3. Its expectation value of S² is 2.01. The value obtained for the largest force on an atom is 3.4 eV Å⁻¹. As for the energy above the lowest of the compared OMol25 structures with the same formula, charge and spin: 2.815 eV. As for the net charge: +1.

```
23
Properties=species:S:1:pos:R:3:mulliken_spin:R:1
C -0.5636 -0.4737 -1.7308 0.139
C -1.6958 0.1234 0.5865 0.163
C 0.7193 -0.0155 -1.0118 -0.053
C -0.2819 0.3770 1.1264 -0.019
C -1.4087 -0.9767 -0.5378 -0.089
C 0.6815 1.5316 -0.7703 0.038
C 0.2110 1.7672 0.6170 0.030
C 1.7039 -1.2039 1.1017 -0.013
N 0.6305 -0.5198 0.3874 0.651
O 1.5271 1.8341 0.2756 0.001
O -0.8625 -1.9887 0.0961 1.055
H -1.0505 0.2107 -2.3776 0.003
H -0.2047 -1.2458 -2.3099 -0.006
H -2.3143 -0.3188 1.3624 -0.003
H -2.3036 1.0265 0.2588 0.006
H 1.6582 -0.3077 -1.5432 0.008
H -0.2208 0.3008 2.2353 0.008
H -2.3376 -1.3018 -0.8971 0.011
H 0.5155 2.3176 -1.5276 0.000
H -0.3470 2.7367 1.0181 0.004
H 1.3150 -1.5885 2.0317 0.014
H 2.1287 -1.7541 0.2351 0.010
H 2.5004 -0.5307 1.3740 0.041
```